Here is a cluster of 8 separate species, C20H60F18N5O5P3 in total from the OMol25 dataset. Energies are from ωB97M-V with the def2-TZVPD basis set.

Properties
* charge: +2

Element x y z (Å)
C  3.30919  -5.30533  1.68979
C  3.27790  -4.99143  0.20262
C  2.94371  -6.26971  -0.51695
O  1.58280  -6.54208  -0.19833
C  0.91373  -7.55827  -0.84114
N  2.15373  -4.01858  -0.09457
H  1.29358  -4.60209  -0.11931
H  2.15087  -3.33878  0.67121
H  2.33545  -3.58426  -1.00832
H  2.39062  -5.72305  2.00443
H  3.53437  -4.43654  2.28903
H  4.07244  -6.02245  1.82603
H  4.21878  -4.51351  -0.17963
H  3.61818  -7.11415  -0.12472
H  3.06513  -6.32178  -1.60180
H  1.14919  -8.56394  -0.43199
H  1.24503  -7.54985  -1.95950
H  -0.10526  -7.35176  -0.75416
C  7.36561  -0.02334  -3.10660
C  6.63753  1.00468  -2.27438
C  5.65403  1.99578  -3.00636
O  4.52959  2.16014  -2.19058
C  3.45868  2.88188  -2.83275
N  5.87766  0.25922  -1.21871
H  5.08074  0.84640  -0.83323
H  5.41869  -0.60140  -1.56322
H  6.43667  -0.07798  -0.41714
H  6.71940  -0.74342  -3.58619
H  8.07227  -0.49854  -2.40171
H  7.92787  0.45261  -3.89145
H  7.42245  1.59466  -1.75144
H  5.29799  1.55126  -3.98361
H  6.15787  2.89252  -3.19876
H  3.20717  2.40233  -3.77329
H  3.79795  3.92922  -3.08847
H  2.64196  2.92173  -2.13448
C  -7.74268  3.54200  1.57164
C  -6.47313  2.78098  1.24845
C  -6.68569  1.28973  1.05059
O  -7.63792  1.21713  -0.00745
C  -7.97813  -0.05174  -0.47533
N  -5.85226  3.36428  -0.04631
H  -5.96582  4.37329  -0.02840
H  -4.88207  3.02200  -0.08131
H  -6.26361  3.05866  -0.94557
H  -8.62385  2.88280  1.81352
H  -8.11434  3.92747  0.60167
H  -7.63234  4.34580  2.32659
H  -5.73830  2.91563  2.02650
H  -7.04532  0.85846  1.98509
H  -5.72864  0.82120  0.72708
H  -8.91717  -0.44378  -0.04099
H  -7.18944  -0.80899  -0.31903
H  -8.15837  0.01917  -1.55634
C  2.21918  3.30722  4.13477
C  1.11036  2.40508  4.50981
C  0.35537  2.98235  5.66545
O  -0.26603  4.06056  5.06821
C  -1.28489  4.58395  5.91122
N  0.05975  2.27107  3.34366
H  -0.57834  1.48844  3.51847
H  -0.47698  3.15260  3.35706
H  0.55174  2.13307  2.48231
H  2.85809  3.48336  5.00203
H  1.76123  4.25846  3.71406
H  2.80333  2.77460  3.33783
H  1.41729  1.38046  4.78726
H  1.02620  3.27231  6.46706
H  -0.43146  2.25563  6.12766
H  -1.55377  5.60020  5.57974
H  -0.96986  4.61790  6.96404
H  -2.23174  3.99459  5.90747
C  -2.38016  -2.27590  -1.16782
C  -1.50948  -1.69340  -2.35797
C  -2.30965  -0.97193  -3.43125
O  -2.94677  0.08056  -2.71056
C  -3.85423  0.85453  -3.39667
N  -0.48791  -0.65775  -1.89505
H  -0.03607  -0.87032  -0.98610
H  0.23530  -0.58438  -2.62582
H  -1.00648  0.21637  -1.83218
H  -2.90279  -1.51703  -0.62300
H  -1.77791  -2.89044  -0.45798
H  -3.09383  -3.00707  -1.63770
H  -0.90116  -2.53318  -2.78605
H  -3.12290  -1.68716  -3.76696
H  -1.79344  -0.62190  -4.36361
H  -3.39007  1.35336  -4.24767
H  -4.22370  1.63414  -2.72388
H  -4.68444  0.17013  -3.70550
P  -2.12755  2.52653  0.26369
F  -1.16239  1.28341  -0.01542
F  -2.05116  3.05670  -1.22515
F  -3.39406  1.59667  -0.20780
F  -3.13829  3.74060  0.76477
F  -2.28038  1.98384  1.81514
F  -0.85992  3.41652  0.66951
P  2.80286  -1.66952  -3.11383
F  3.48660  -1.12330  -1.73204
F  4.05369  -1.00896  -3.89639
F  3.64565  -2.99940  -2.84679
F  2.07628  -2.16904  -4.45323
F  1.56027  -2.40829  -2.25354
F  1.99953  -0.25548  -3.19297
P  1.58581  -0.74187  1.87101
F  2.45168  -0.03903  3.02066
F  1.35068  -2.02033  2.76256
F  0.16660  -0.20883  2.37669
F  0.77251  -1.50379  0.62221
F  1.65687  0.58975  0.95636
F  2.99645  -1.32094  1.20157

Here is a cluster of 10 separate species, C20H60O10S10 in total from the OMol25 dataset. Energies are from ωB97M-V with the def2-TZVPD basis set.

Properties
* relative energy (zero: lowest compared OMol25 entry of this formula, charge and spin): 208.1 kJ/mol

Element x y z (Å)
C  -3.32130  -1.80286  -4.16581
S  -2.63200  -1.38088  -5.75597
O  -2.33389  -2.68490  -6.38050
C  -1.16506  -0.68748  -5.10072
H  -3.42955  -0.87279  -3.52775
H  -2.59008  -2.53997  -3.68869
H  -4.25846  -2.24564  -4.37699
H  -0.80776  -0.03010  -5.91516
H  -0.42918  -1.49574  -4.88285
H  -1.19273  0.00690  -4.27608
C  3.94073  4.26768  0.48601
S  2.65100  2.96352  0.79546
O  2.78403  2.05828  -0.40432
C  3.63491  2.32763  2.24767
H  3.71824  4.64161  -0.48807
H  4.87893  3.75174  0.50125
H  3.78078  4.99939  1.24839
H  3.74613  3.26054  2.79632
H  4.63484  2.05027  1.87182
H  2.98360  1.57914  2.73327
C  -0.35503  -4.35364  -2.81190
S  1.30145  -4.92673  -2.23888
O  1.28586  -4.74368  -0.74122
C  0.91984  -6.66025  -2.44511
H  -0.75828  -4.86539  -3.74038
H  -0.22478  -3.27281  -3.03383
H  -1.21068  -4.42756  -2.14481
H  0.80667  -6.82031  -3.52291
H  0.02637  -6.84734  -1.88706
H  1.76368  -7.22554  -1.97655
C  3.76915  -4.03340  1.23976
S  3.33721  -5.02390  2.68042
O  2.25073  -4.34655  3.49117
C  2.43717  -6.40195  1.91499
H  2.89342  -3.57809  0.91694
H  4.41519  -4.65008  0.59077
H  4.45321  -3.37327  1.74421
H  1.38255  -6.13954  1.70813
H  2.65223  -7.30642  2.51662
H  2.93766  -6.61268  0.96189
C  0.54826  -1.74458  3.65162
S  0.97620  -0.14204  4.23803
O  1.05509  0.80713  3.05422
C  -0.58597  0.13580  5.00573
H  0.58852  -2.46876  4.50154
H  1.32784  -1.99122  2.90517
H  -0.33747  -1.66522  2.99223
H  -0.62277  -0.45304  5.91835
H  -1.39121  -0.07370  4.27593
H  -0.61348  1.21496  5.28328
C  -0.14950  1.18353  -0.57113
S  -1.48287  -0.02351  -0.68437
O  -2.10374  0.25288  -1.99350
C  -0.50436  -1.49246  -1.07402
H  -0.69007  2.09487  -0.70560
H  0.60261  1.07035  -1.41953
H  0.30818  1.18511  0.37558
H  0.04501  -1.21388  -1.98171
H  -1.20241  -2.25679  -1.13371
H  0.24510  -1.86329  -0.37871
C  -2.47396  3.70660  -2.93208
S  -3.11039  4.31117  -1.40817
O  -2.45805  3.61066  -0.23923
C  -2.55317  5.99473  -1.47183
H  -2.95318  4.11456  -3.80336
H  -2.53887  2.61835  -2.93351
H  -1.37085  3.87264  -2.92840
H  -3.03055  6.65862  -0.74496
H  -2.80751  6.20835  -2.52146
H  -1.49789  5.96247  -1.43079
C  -6.15358  -0.41028  2.61113
S  -5.28968  0.84097  3.60672
O  -4.03314  0.40086  4.24813
C  -4.92697  1.76111  2.13190
H  -5.49734  -1.12536  1.99132
H  -6.68146  0.11255  1.84180
H  -6.91723  -0.90320  3.19657
H  -4.26707  1.07609  1.50980
H  -4.38597  2.70749  2.31819
H  -5.86574  1.97402  1.52636
C  -0.45150  4.07712  4.18421
S  -0.12818  5.68514  3.41054
O  1.31305  6.10913  3.44387
C  -0.45485  5.11647  1.70009
H  -0.11064  4.08193  5.28390
H  0.05490  3.21809  3.61032
H  -1.51689  3.94654  4.28633
H  0.22810  4.40729  1.25487
H  -0.50472  5.96352  1.05452
H  -1.46230  4.75845  1.71400
C  4.03607  -1.51802  -1.42920
S  3.55398  -1.23798  -3.13828
O  2.06073  -1.57460  -3.24702
C  3.75450  0.56582  -3.12553
H  5.08736  -1.30398  -1.31870
H  3.72958  -2.55856  -1.18513
H  3.52722  -0.90135  -0.73381
H  4.75277  0.77122  -3.40969
H  3.51444  0.93388  -2.16756
H  3.13924  0.85411  -3.95487

| no. | maximum force (eV/Å) | electronic energy (eV) |
| --- | --- | --- |
| 1 | 3.821 | -116187.5936 |
| 2 | 2.780 | -150530.4853 |